Record 1
This record from OMol25 describes C31H50EuO2P2 as an isolated structure at a distorted geometry. The level of theory is ωB97M-V/def2-TZVPD.

Last column: Mulliken spin population.
Geometry (Å):
Eu (0.0277, 0.1162, -0.2840)  6.214
C (-2.0851, 1.7131, 0.1067)  -0.004
C (-2.5257, 0.8066, -0.8973)  -0.050
C (-2.2825, -0.3659, 1.0533)  -0.069
C (-2.0210, 0.9938, 1.3273)  -0.045
C (-2.6417, -0.4661, -0.3189)  0.013
C (-1.9794, 3.1856, -0.0599)  0.001
H (-1.5760, 3.4364, -1.0631)  -0.001
H (-1.2994, 3.6285, 0.6885)  0.000
H (-2.9745, 3.6677, 0.0413)  -0.002
C (-1.9233, 1.5786, 2.6659)  0.001
H (-1.6593, 2.6411, 2.6157)  -0.001
H (-1.1179, 1.0532, 3.1910)  0.000
H (-2.8573, 1.4517, 3.2399)  0.000
C (-2.4061, -1.4676, 2.0255)  0.007
H (-3.4600, -1.6623, 2.3186)  -0.004
H (-1.8073, -1.2292, 2.9190)  0.002
H (-1.9886, -2.4059, 1.6053)  -0.002
C (-3.3218, -1.6564, -0.8879)  0.001
H (-4.4210, -1.5788, -0.7425)  -0.001
H (-2.9898, -2.5810, -0.3870)  -0.001
H (-3.1024, -1.7578, -1.9675)  -0.001
C (-3.1386, 1.2788, -2.1598)  0.005
H (-4.1079, 1.7575, -1.9213)  -0.002
H (-3.2879, 0.4630, -2.8791)  -0.001
H (-2.5077, 2.0319, -2.6577)  -0.001
C (1.4160, 0.5861, -3.4283)  0.006
C (0.3928, 1.4543, -3.5801)  0.001
C (-0.2090, 1.6977, -4.9353)  0.002
C (-1.0787, 0.5606, -5.5507)  -0.001
C (-1.2321, -0.7188, -4.7802)  -0.001
C (-0.1767, -1.5822, -4.6771)  0.000
C (1.1444, -1.2308, -5.2927)  0.000
C (2.0023, -0.1153, -4.6152)  0.002
H (0.5640, 1.9385, -5.6778)  0.000
H (-0.6734, 0.3464, -6.5460)  0.000
H (-0.8389, 2.5917, -4.8823)  0.000
H (2.2810, 0.5969, -5.4046)  0.000
H (1.8367, 0.3327, -2.4464)  -0.007
H (-0.0613, 1.9854, -2.7372)  0.000
H (2.9454, -0.5777, -4.3113)  0.000
H (1.7620, -2.1341, -5.2901)  0.000
H (-0.2163, -2.4985, -4.0993)  0.000
H (1.0159, -0.9479, -6.3435)  0.000
H (-2.0821, 0.9766, -5.6952)  0.000
H (-2.1807, -0.8660, -4.2787)  0.000
P (1.7072, 2.1011, 0.5932)  0.004
C (1.2745, 2.8373, 2.1975)  -0.001
H (2.1475, 3.4597, 2.4842)  0.000
H (1.0915, 2.0310, 2.9370)  0.000
H (0.3462, 3.4333, 2.1068)  0.000
C (3.3714, 1.4086, 0.8034)  -0.001
H (3.9848, 2.2269, 1.2343)  0.000
H (3.7705, 1.0833, -0.1781)  0.000
H (3.3325, 0.5274, 1.4906)  0.000
C (1.8598, 3.5335, -0.4859)  0.000
H (2.2792, 3.2297, -1.4619)  0.000
H (2.5112, 4.2516, 0.0496)  0.000
H (0.8550, 3.9587, -0.6675)  0.000
P (0.8871, -2.4618, -0.2788)  -0.003
C (-0.3771, -3.6694, -0.7698)  -0.004
H (0.1603, -4.5408, -1.2004)  0.000
H (-1.0826, -3.2250, -1.5055)  0.001
H (-0.9508, -3.9454, 0.1432)  -0.001
C (2.5201, -2.6077, -1.0760)  0.001
H (2.4551, -2.6661, -2.1824)  0.000
H (3.0211, -3.4934, -0.6235)  0.000
H (3.1063, -1.6939, -0.8248)  0.000
C (1.2716, -3.1695, 1.3299)  0.000
H (1.4959, -4.2356, 1.1434)  0.000
H (0.3946, -3.0527, 1.9866)  0.000
H (2.1062, -2.6336, 1.8109)  0.000
O (2.5059, -0.7447, 2.8835)  -0.001
C (1.3116, -0.5772, 3.2133)  0.000
O (0.3605, -0.3456, 2.3449)  -0.057
C (1.0052, -0.6563, 4.6799)  0.001
C (-0.2643, -0.5664, 5.2792)  0.000
C (-0.4165, -0.6144, 6.6705)  0.000
C (0.7061, -0.7678, 7.5008)  0.000
C (1.9785, -0.8829, 6.9166)  0.000
C (2.1123, -0.8330, 5.5351)  0.000
H (-1.1360, -0.4638, 4.6281)  0.000
H (-1.4161, -0.5260, 7.1234)  0.000
H (0.5995, -0.8004, 8.5827)  0.000
H (2.8766, -1.0078, 7.5317)  0.000
H (3.0806, -0.9291, 5.0542)  0.000

Multiplicity   7
Net charge   +1
Maximum force   2.8 eV/Å
Highest occupied orbital energy (alpha / beta)   -10.64 / -10.65 eV
Frontier orbital gap (alpha / beta)   0.231 / 0.294 Eh
⟨S²⟩   12.076

=====

Record 2
This record from OMol25 describes a 24-piece molecular cluster, C48H144O24 overall at a distorted geometry. The level of theory is ωB97M-V/def2-TZVPD.

Last column: Löwdin charge in e.
Geometry (Å):
C (14.3277, 10.8272, 10.8707)  -0.062
C (15.4080, 11.1653, 11.8746)  -0.310
O (16.6425, 11.4288, 11.2162)  -0.090
H (14.4636, 9.8399, 10.4091)  0.077
H (14.3370, 11.6367, 10.1435)  0.073
H (13.3168, 10.7900, 11.3504)  0.091
H (15.4660, 10.4525, 12.6834)  0.082
H (15.2353, 12.1153, 12.3513)  0.075
H (16.8207, 10.6094, 10.7620)  0.085
C (15.9137, 8.0397, 14.4437)  -0.071
C (15.2893, 9.2740, 15.1105)  -0.269
O (15.3502, 9.1719, 16.5626)  -0.120
H (16.9492, 7.8279, 14.7458)  0.074
H (15.9256, 8.1945, 13.3494)  0.066
H (15.2290, 7.2079, 14.6109)  0.075
H (14.2462, 9.4083, 14.7783)  0.120
H (15.8387, 10.1992, 14.8728)  0.092
H (16.2898, 9.2402, 16.8401)  0.048
C (20.7392, 18.1755, 17.1724)  -0.051
C (19.9035, 16.9213, 17.4030)  -0.265
O (20.4833, 15.9738, 18.3520)  -0.098
H (20.5835, 18.9449, 17.9350)  0.068
H (20.3015, 18.5815, 16.2650)  0.068
H (21.7584, 17.8871, 16.9810)  0.075
H (19.8695, 16.3554, 16.4770)  0.074
H (18.8697, 17.1134, 17.6962)  0.091
H (20.4748, 16.4451, 19.1792)  0.060
C (15.0186, 18.6293, 16.2607)  -0.068
C (15.2774, 20.0573, 15.7761)  -0.320
O (14.6913, 20.0594, 14.5208)  -0.082
H (13.9414, 18.4182, 16.1128)  0.064
H (15.2964, 18.4081, 17.3103)  0.065
H (15.5646, 17.9289, 15.6217)  0.052
H (16.3793, 20.2658, 15.7088)  0.118
H (14.9036, 20.8155, 16.4869)  0.100
H (14.8438, 20.9110, 14.0879)  0.111
C (15.4644, 11.6657, 19.4339)  -0.055
C (14.8105, 12.1635, 18.1571)  -0.298
O (13.9324, 11.2134, 17.5761)  -0.104
H (14.7638, 11.4913, 20.2391)  0.059
H (16.1225, 12.4395, 19.7967)  0.065
H (16.0378, 10.7415, 19.2499)  0.065
H (15.5984, 12.2982, 17.4120)  0.099
H (14.2532, 13.1053, 18.2856)  0.086
H (14.4938, 10.4598, 17.3211)  0.040
C (11.4754, 13.1908, 19.6949)  -0.087
C (10.8179, 12.0746, 18.9299)  -0.300
O (11.2074, 11.9166, 17.5534)  -0.080
H (11.0628, 13.2927, 20.7157)  0.085
H (11.2720, 14.1312, 19.1812)  0.062
H (12.5634, 13.1103, 19.6966)  0.038
H (9.7339, 12.2503, 18.8991)  0.112
H (10.9266, 11.1420, 19.4661)  0.104
H (12.0614, 11.4976, 17.4914)  0.020
C (18.1295, 18.2178, 13.4502)  -0.068
C (19.1069, 17.0874, 13.1170)  -0.331
O (20.3753, 17.2476, 13.7561)  -0.092
H (17.1773, 18.1364, 12.9219)  0.067
H (18.6378, 19.1499, 13.2046)  0.077
H (17.8950, 18.2273, 14.5402)  0.069
H (19.2893, 17.1128, 12.0467)  0.100
H (18.6971, 16.1263, 13.3938)  0.070
H (20.5691, 16.3837, 14.2002)  0.035
C (13.0214, 16.7318, 13.2285)  -0.082
C (12.5495, 17.7990, 12.2361)  -0.291
O (12.4276, 19.1151, 12.8017)  -0.094
H (13.9535, 16.9633, 13.7382)  0.061
H (13.0410, 15.7473, 12.7311)  0.071
H (12.2426, 16.7180, 14.0078)  0.064
H (11.5080, 17.5958, 11.9261)  0.116
H (13.1964, 17.8213, 11.3315)  0.104
H (13.0862, 19.3042, 13.4661)  0.025
C (13.4634, 14.1067, 15.6485)  -0.056
C (13.9433, 13.2244, 14.5304)  -0.277
O (13.0444, 12.1985, 13.9822)  -0.084
H (14.3187, 14.7061, 15.8787)  0.050
H (13.2305, 13.5521, 16.5470)  0.045
H (12.6125, 14.7026, 15.3135)  0.083
H (14.8533, 12.6848, 14.7724)  0.089
H (14.1959, 13.8668, 13.7092)  0.068
H (12.7340, 11.7145, 14.7604)  0.071
C (12.3261, 21.0354, 19.9404)  -0.084
C (13.2480, 20.8934, 18.7213)  -0.289
O (14.6580, 20.8448, 19.0728)  -0.116
H (12.6175, 21.8667, 20.6060)  0.076
H (12.3136, 20.0919, 20.5384)  0.072
H (11.2948, 21.1611, 19.5936)  0.063
H (13.1907, 21.7288, 18.0438)  0.105
H (12.9077, 19.9921, 18.1645)  0.097
H (14.8558, 19.9714, 19.4449)  0.049
C (17.5869, 20.0387, 18.6612)  -0.052
C (17.4904, 20.5234, 20.1097)  -0.301
O (16.6844, 19.6635, 20.8836)  -0.098
H (16.5721, 19.8262, 18.3426)  0.030
H (18.1328, 19.1040, 18.6859)  0.052
H (18.0938, 20.7719, 18.0190)  0.097
H (17.0004, 21.4940, 20.1882)  0.110
H (18.4783, 20.5574, 20.5705)  0.109
H (16.6361, 20.0244, 21.7736)  0.105
C (14.3508, 13.5393, 22.1434)  -0.080
C (13.4880, 13.4768, 23.3663)  -0.314
O (12.8277, 14.7040, 23.6329)  -0.074
H (15.1020, 14.3236, 22.2913)  0.054
H (13.7708, 13.7908, 21.2413)  0.060
H (14.9202, 12.6233, 22.0333)  0.061
H (14.1052, 13.3308, 24.2470)  0.109
H (12.7830, 12.6623, 23.3474)  0.110
H (12.0900, 14.7631, 23.0143)  0.072
C (18.5901, 16.8509, 21.4125)  -0.050
C (17.0786, 16.4408, 21.3366)  -0.246
O (16.5756, 16.8217, 20.0279)  -0.116
H (19.0613, 16.6337, 20.4833)  0.027
H (19.0910, 16.2023, 22.1540)  0.074
H (18.7392, 17.9302, 21.5789)  0.070
H (16.4659, 16.9074, 22.1207)  0.114
H (17.0091, 15.3307, 21.4540)  0.086
H (16.1288, 17.6691, 20.1553)  0.048
C (19.9085, 14.5218, 10.6258)  -0.071
C (20.3476, 13.0218, 10.5874)  -0.352
O (21.0650, 12.5807, 9.5218)  -0.035
H (19.3396, 14.7585, 11.5217)  0.020
H (19.3283, 14.6268, 9.6924)  0.088
H (20.7488, 15.2230, 10.5932)  0.079
H (19.4200, 12.4316, 10.5780)  0.109
H (20.9016, 12.8073, 11.5260)  0.095
H (21.8100, 13.1483, 9.3909)  0.081
C (24.8404, 14.1422, 16.3906)  -0.067
C (23.7945, 14.2940, 17.5234)  -0.306
O (22.7122, 15.0806, 17.0870)  -0.106
H (25.5682, 13.4177, 16.7071)  0.065
H (25.3470, 15.1191, 16.2037)  0.088
H (24.3950, 13.8426, 15.4436)  0.041
H (24.2875, 14.7261, 18.4122)  0.115
H (23.4703, 13.2905, 17.8144)  0.098
H (21.9580, 15.0225, 17.7028)  0.053
C (15.4566, 14.7654, 11.1527)  -0.058
C (16.6102, 15.1277, 12.1155)  -0.279
O (17.4046, 14.0221, 12.5630)  -0.104
H (14.5998, 14.2807, 11.6526)  0.057
H (15.7915, 14.0929, 10.3563)  0.081
H (15.0502, 15.7358, 10.8280)  0.081
H (16.1568, 15.6922, 12.9413)  0.100
H (17.3131, 15.7899, 11.5674)  0.102
H (17.2551, 13.3568, 11.9009)  0.043
C (18.8087, 10.2404, 13.4590)  -0.083
C (19.7292, 9.6349, 14.4474)  -0.330
O (20.5503, 8.7245, 13.7344)  -0.047
H (19.3948, 10.8028, 12.7262)  0.075
H (17.9802, 10.8194, 13.8990)  0.079
H (18.3197, 9.4103, 12.9618)  0.071
H (19.1967, 9.1069, 15.2586)  0.097
H (20.2774, 10.4720, 14.8767)  0.089
H (21.2604, 8.3933, 14.2424)  0.060
C (20.1972, 12.5606, 18.7117)  -0.046
C (19.7475, 12.6166, 17.2538)  -0.305
O (18.4221, 12.1857, 17.2632)  -0.095
H (20.0776, 11.5269, 19.0744)  0.054
H (19.4947, 13.1598, 19.2978)  0.072
H (21.2181, 12.9048, 18.8612)  0.067
H (20.3799, 11.9106, 16.7328)  0.095
H (19.9085, 13.6102, 16.8027)  0.103
H (18.0511, 12.5867, 16.4469)  0.080
C (22.0093, 12.9866, 14.3073)  -0.056
C (20.7346, 13.8351, 14.1480)  -0.267
O (20.7132, 14.9043, 15.0858)  -0.140
H (22.9015, 13.5262, 13.9391)  0.078
H (21.9054, 12.0614, 13.6967)  0.081
H (22.1346, 12.7771, 15.3889)  0.072
H (19.7960, 13.2800, 14.2607)  0.109
H (20.6310, 14.2687, 13.1500)  0.085
H (21.5763, 15.0531, 15.5004)  0.070
C (18.5791, 9.3581, 19.5048)  -0.079
C (18.7568, 8.8316, 18.1165)  -0.282
O (17.9912, 9.5379, 17.1229)  -0.148
H (18.8495, 10.3954, 19.6149)  0.036
H (19.1861, 8.7464, 20.1893)  0.094
H (17.5161, 9.3047, 19.7445)  0.071
H (18.4833, 7.7740, 18.0030)  0.124
H (19.7996, 8.8924, 17.8223)  0.105
H (18.2382, 10.5094, 17.1670)  0.066
C (10.6046, 18.4502, 15.8639)  -0.071
C (9.7515, 19.2106, 16.8928)  -0.318
O (10.3651, 19.2403, 18.1260)  -0.083
H (11.6493, 18.6411, 16.0306)  0.045
H (10.3882, 18.6281, 14.8161)  0.066
H (10.4270, 17.3789, 15.9205)  0.071
H (8.7454, 18.7803, 16.9749)  0.109
H (9.5974, 20.2613, 16.6205)  0.115
H (10.5795, 18.3860, 18.4883)  0.053
C (13.5663, 16.1397, 18.4510)  -0.054
C (12.9910, 16.8335, 19.6859)  -0.309
O (11.5975, 16.7764, 19.6128)  -0.074
H (14.6513, 16.2184, 18.5354)  0.053
H (13.2460, 16.6191, 17.5474)  0.056
H (13.0947, 15.1616, 18.3937)  0.051
H (13.2525, 17.8956, 19.7803)  0.093
H (13.4704, 16.3808, 20.5830)  0.114
H (11.2055, 16.8604, 20.4891)  0.101
C (18.1281, 12.5221, 22.4025)  -0.081
C (17.6560, 13.2943, 23.6125)  -0.343
O (17.3737, 12.3593, 24.6228)  -0.069
H (17.4410, 11.7243, 22.0555)  0.076
H (19.0591, 11.9650, 22.6173)  0.086
H (18.2787, 13.2335, 21.5787)  0.058
H (16.8340, 13.9168, 23.3872)  0.060
H (18.4523, 13.9575, 23.9652)  0.114
H (17.1993, 12.7859, 25.4714)  0.091
C (16.9821, 15.1269, 17.3239)  -0.060
C (16.9869, 15.1927, 15.8280)  -0.306
O (16.9440, 13.8556, 15.3988)  -0.108
H (16.1779, 14.4591, 17.6404)  0.069
H (16.7754, 16.0998, 17.7098)  0.041
H (17.9558, 14.6907, 17.6096)  0.081
H (17.9838, 15.5756, 15.4447)  0.117
H (16.1489, 15.7806, 15.4204)  0.093
H (17.0619, 13.8912, 14.4221)  0.061

Net charge   0
Relative energy (zero: lowest compared OMol25 entry of this formula, charge and spin)   28.4 kcal/mol
Maximum force   3.2 eV/Å
Highest occupied orbital energy   -9.74 eV
Frontier orbital gap   0.367 Eh